# 1
This record from the OMol25 dataset describes a structure of composition C43H43BrGeN7O2V in a non-equilibrium geometry. The level of theory is wB97M-V/def2-TZVPD.

Its expectation value of S² is 0.8813. The value obtained for the LUMO energy (spin up / spin down) is 1.759 / 1.759 eV. Its spin multiplicity is 2. As for the charge: -1. As for the HOMO energy (spin up / spin down): -1.893 / -1.911 eV.

Last column: Löwdin charge in e.
Cartesian coordinates (Å):
1 V -0.87 -0.37 -0.35  0.693
2 Br 7.79 3.31 2.69  0.662
3 C 6.50 2.19 3.54  -0.714
4 C 5.15 2.48 3.40  -0.147
5 C 4.21 1.66 3.99  -0.041
6 C 4.60 0.53 4.73  -0.328
7 C 5.97 0.30 4.89  -0.049
8 C 6.92 1.11 4.30  -0.149
9 N 3.70 -0.24 5.47  0.017
10 N 2.55 -0.57 5.00  0.034
11 C 2.24 -0.62 3.68  -0.263
12 C 3.17 -0.81 2.62  -0.035
13 C 2.79 -0.94 1.31  -0.019
14 C 1.41 -0.87 0.98  -0.376
15 O 0.99 -1.05 -0.27  -0.201
16 C 0.47 -0.69 1.98  -0.161
17 N -0.86 -0.64 1.54  -0.069
18 C -1.80 -0.59 2.50  -0.190
19 C -1.52 -0.55 3.84  -0.107
20 C -0.19 -0.54 4.30  -0.079
21 C 0.83 -0.62 3.37  -0.108
22 H 4.84 3.34 2.83  0.096
23 H 3.16 1.87 3.85  0.121
24 H 6.27 -0.55 5.50  0.103
25 H 7.97 0.90 4.42  0.091
26 H 4.22 -0.91 2.87  0.104
27 H 3.49 -1.14 0.52  0.106
28 H -2.82 -0.51 2.12  0.075
29 H -2.34 -0.50 4.55  0.086
30 H 0.03 -0.47 5.35  0.085
31 C -5.41 -3.16 1.96  -0.070
32 C -6.48 -2.44 1.15  -0.415
33 C -6.83 -1.10 1.77  -0.073
34 C -6.10 -2.31 -0.32  -0.115
35 N -4.95 -1.45 -0.53  -0.089
36 C -3.64 -1.70 -0.39  -0.110
37 N -2.98 -0.58 -0.57  -0.034
38 N -3.91 0.37 -0.83  0.038
39 N -5.08 -0.14 -0.80  0.070
40 H -5.75 -3.33 2.98  0.083
41 H -4.49 -2.58 2.03  0.065
42 H -5.16 -4.14 1.53  0.080
43 H -7.38 -3.07 1.14  0.134
44 H -5.97 -0.44 1.80  0.076
45 H -7.18 -1.23 2.80  0.080
46 H -7.62 -0.59 1.22  0.079
47 H -6.91 -1.86 -0.91  0.126
48 H -5.86 -3.28 -0.76  0.129
49 H -3.18 -2.65 -0.19  0.131
50 C -0.69 1.46 -0.43  -0.333
51 Ge 0.36 2.04 -1.92  0.893
52 C -0.35 1.19 -3.56  -0.256
53 C -0.62 -0.18 -3.54  -0.123
54 C -1.20 -0.82 -4.62  -0.094
55 C -1.53 -0.10 -5.77  -0.107
56 C -1.26 1.26 -5.81  -0.099
57 C -0.67 1.89 -4.72  -0.098
58 C 0.23 3.99 -2.19  -0.270
59 C -1.03 4.60 -2.18  -0.117
60 C -1.16 5.97 -2.37  -0.103
61 C -0.04 6.75 -2.58  -0.112
62 C 1.22 6.17 -2.58  -0.102
63 C 1.34 4.79 -2.40  -0.103
64 C 2.27 1.60 -1.83  -0.279
65 C 2.98 1.95 -0.68  -0.112
66 C 4.33 1.65 -0.56  -0.089
67 C 4.99 1.00 -1.59  -0.101
68 C 4.30 0.64 -2.73  -0.101
69 C 2.95 0.94 -2.85  -0.105
70 H -0.94 2.25 0.28  -0.026
71 H -0.36 -0.79 -2.68  0.065
72 H -1.40 -1.89 -4.58  0.088
73 H -1.98 -0.59 -6.62  0.093
74 H -1.50 1.83 -6.69  0.096
75 H -0.47 2.95 -4.77  0.097
76 H -1.91 4.00 -2.01  0.102
77 H -2.15 6.42 -2.36  0.095
78 H -0.14 7.82 -2.72  0.092
79 H 2.10 6.77 -2.73  0.095
80 H 2.33 4.35 -2.41  0.094
81 H 2.47 2.42 0.15  0.110
82 H 4.86 1.91 0.35  0.093
83 H 6.05 0.76 -1.49  0.096
84 H 4.81 0.12 -3.54  0.093
85 H 2.42 0.65 -3.75  0.092
86 C -0.35 -4.95 -1.45  -0.152
87 C -0.17 -5.01 0.07  -0.137
88 C -0.55 -3.61 0.56  -0.157
89 O -1.08 -2.92 -0.60  -0.244
90 C -0.37 -3.45 -1.71  -0.194
91 H -1.31 -5.38 -1.75  0.107
92 H 0.44 -5.47 -2.00  0.110
93 H 0.87 -5.22 0.33  0.112
94 H -0.78 -5.79 0.52  0.103
95 H 0.32 -3.06 0.92  0.109
96 H -1.32 -3.58 1.33  0.124
97 H 0.64 -3.01 -1.72  0.126
98 H -0.90 -3.15 -2.62  0.109



# 2
This record from the OMol25 dataset describes an isolated molecule of C3H8N4O in a non-equilibrium geometry. The level of theory is wB97M-V/def2-TZVPD.

The value obtained for the LUMO energy is 0.837 eV. As for the relative energy (zero: lowest compared OMol25 entry of this formula, charge and spin): 782.0 kJ/mol. Its spin multiplicity is 1. The SMILES is [H]/N=C/NN/C=N\OC. As for the charge: 0. As for the HOMO energy: -8.606 eV.

Last column: Löwdin charge in e.
Cartesian coordinates (Å):
1 H -0.14 3.22 0.27  0.141
2 N -0.49 2.17 -0.09  0.033
3 C -1.05 1.16 0.46  -0.366
4 N -1.88 0.29 -0.35  -0.044
5 N -1.73 -1.15 -0.08  -0.073
6 C -0.61 -1.93 0.13  -0.198
7 N 0.69 -1.53 0.22  0.069
8 O 1.03 -0.09 0.06  -0.292
9 C 2.31 0.16 -0.15  -0.228
10 H -1.38 1.05 1.62  0.156
11 H -1.59 0.42 -1.40  0.162
12 H -2.78 -1.20 0.17  0.165
13 H -0.76 -3.13 -0.14  0.173
14 H 2.78 -0.29 -1.15  0.104
15 H 2.48 1.27 -0.11  0.087
16 H 3.13 -0.41 0.54  0.109



# 3
This record from the OMol25 dataset describes a cluster of 9 separate species, C4H25NO9 in total in a non-equilibrium geometry. The level of theory is wB97M-V/def2-TZVPD.

The value obtained for the LUMO energy is 0.105 eV. As for the relative energy (zero: lowest compared OMol25 entry of this formula, charge and spin): 88.7 kJ/mol. Its spin multiplicity is 1. The SMILES is CCC(=O)NC.O.O.O.O.O.O.O.O. As for the charge: 0. As for the HOMO energy: -10.088 eV.

Last column: Löwdin charge in e.
Cartesian coordinates (Å):
1 C -2.42 0.12 -1.70  -0.081
2 C -2.33 0.88 -0.40  -0.162
3 C -1.61 0.23 0.76  -0.475
4 O -1.45 -0.99 0.80  0.021
5 N -1.28 1.07 1.75  0.039
6 C -0.64 0.67 2.99  -0.087
7 H -1.82 -0.81 -1.58  0.077
8 H -3.46 -0.19 -1.89  0.077
9 H -2.06 0.70 -2.53  0.056
10 H -3.34 1.24 -0.12  0.131
11 H -1.76 1.77 -0.64  0.080
12 H -1.19 2.09 1.69  0.132
13 H -0.92 1.39 3.79  0.091
14 H 0.45 0.89 3.03  0.082
15 H -0.92 -0.29 3.38  0.081
16 O 0.22 1.98 -3.68  -0.060
17 H -0.08 2.32 -2.82  0.006
18 H 0.94 1.47 -3.28  -0.002
19 O -0.73 -3.31 1.95  -0.067
20 H -1.08 -2.39 1.85  0.010
21 H 0.06 -3.06 2.46  0.051
22 O -0.28 3.57 0.20  -0.038
23 H 0.17 3.30 -0.61  0.016
24 H -0.76 4.39 0.12  0.054
25 O 2.38 2.36 -1.33  -0.055
26 H 1.60 1.86 -1.07  -0.010
27 H 2.98 2.23 -0.58  0.050
28 O 2.98 -2.31 0.04  -0.062
29 H 2.60 -1.45 -0.15  -0.011
30 H 2.20 -2.86 -0.16  0.013
31 O 1.23 0.02 -1.88  -0.056
32 H 2.07 -0.43 -2.08  0.080
33 H 0.76 -0.68 -1.40  0.050
34 O 0.28 -3.52 -0.57  -0.083
35 H -0.27 -3.39 0.25  0.008
36 H -0.28 -4.16 -1.03  0.047
37 O 1.71 -0.37 1.73  -0.052
38 H 1.15 -0.95 2.24  0.022
39 H 2.59 -0.64 1.46  0.027



# 4
This record from the OMol25 dataset describes a structure of composition C24H25BF4IrN7OS. The level of theory is wB97M-V/def2-TZVPD.

Its expectation value of S² is 0.7997. The value obtained for the LUMO energy (spin up / spin down) is -4.140 / -4.363 eV. As for the relative energy (zero: lowest compared OMol25 entry of this formula, charge and spin): 130.6 kJ/mol. Its spin multiplicity is 2. As for the charge: +1. As for the HOMO energy (spin up / spin down): -9.646 / -10.834 eV.

Last column: Löwdin charge in e.
Cartesian coordinates (Å):
1 Ir 0.18 -0.38 -0.05  1.289
2 C -3.46 1.25 1.38  0.032
3 C -2.44 0.39 0.74  -0.201
4 N -1.43 0.85 0.06  -0.024
5 N -0.45 2.56 -1.94  0.195
6 C 0.65 1.77 -2.09  -0.338
7 O 1.17 1.22 -1.10  -0.094
8 C 1.21 1.62 -3.44  -0.129
9 C 2.13 0.59 -3.64  0.005
10 C 2.69 0.39 -4.89  -0.037
11 C 2.35 1.23 -5.94  -0.045
12 C 1.45 2.27 -5.74  -0.055
13 C 0.88 2.46 -4.50  -0.017
14 C -2.40 -1.06 0.93  -0.178
15 C -3.48 -1.82 1.32  0.036
16 C -3.32 -3.19 1.47  -0.004
17 C -2.09 -3.76 1.23  0.008
18 C -1.03 -2.94 0.85  -0.076
19 N -1.18 -1.63 0.72  -0.046
20 H -3.43 2.26 0.99  0.097
21 H -3.30 1.29 2.46  0.115
22 H -4.46 0.83 1.21  0.097
23 H 2.39 -0.06 -2.81  0.115
24 H 3.39 -0.41 -5.04  0.117
25 H 2.79 1.08 -6.92  0.115
26 H 1.19 2.93 -6.56  0.113
27 H 0.20 3.30 -4.38  0.109
28 H -4.44 -1.35 1.49  0.123
29 H -4.17 -3.81 1.76  0.126
30 H -1.92 -4.82 1.32  0.127
31 H -0.05 -3.33 0.63  0.093
32 C 2.72 -4.66 2.19  -0.083
33 C 3.45 -3.36 2.49  -0.261
34 N 2.57 -2.28 2.90  -0.006
35 C 1.87 -1.48 2.08  -0.742
36 S 2.10 -1.62 0.35  0.701
37 N 1.05 -0.62 2.67  0.004
38 N 0.41 0.26 1.83  -0.134
39 C 0.00 1.39 2.39  -0.222
40 C 0.24 1.65 3.85  -0.011
41 C -0.63 2.42 1.63  -0.161
42 C -0.79 3.76 2.00  -0.002
43 C -1.04 4.72 1.04  -0.034
44 C -0.91 4.38 -0.34  0.015
45 C -0.83 3.07 -0.69  -0.203
46 N -1.01 2.14 0.31  -0.019
47 H 3.44 -5.43 1.89  0.081
48 H 2.02 -4.53 1.37  0.048
49 H 2.19 -5.02 3.07  0.077
50 H 4.03 -3.03 1.62  0.091
51 H 4.16 -3.50 3.30  0.121
52 H 2.38 -2.15 3.88  0.146
53 H 0.37 0.72 4.39  0.071
54 H -0.60 2.20 4.27  0.084
55 H 1.15 2.24 3.98  0.105
56 H -0.64 4.05 3.03  0.120
57 H -1.15 5.75 1.32  0.113
58 H -0.77 5.14 -1.09  0.126
59 H -0.79 3.05 -2.76  0.142
60 F -1.05 -3.09 -1.94  0.158
61 B -0.99 -1.85 -2.54  -1.199
62 F -2.01 -1.01 -2.09  0.120
63 F -0.86 -1.88 -3.89  0.194
64 F 0.29 -1.21 -2.01  -0.109



# 5
This record from the OMol25 dataset describes an isolated molecule of C5H6O in a non-equilibrium geometry. The level of theory is wB97M-V/def2-TZVPD.

The value obtained for the LUMO energy is 0.998 eV. As for the relative energy (zero: lowest compared OMol25 entry of this formula, charge and spin): 310.4 kJ/mol. Its spin multiplicity is 1. The SMILES is C#C[C@@H]1C[C@@H]1O. As for the charge: 0. As for the HOMO energy: -8.734 eV.

Last column: Löwdin charge in e.
Cartesian coordinates (Å):
1 C 2.25 0.86 -0.38  0.121
2 C 1.40 0.11 0.02  -0.129
3 C 0.29 -0.59 0.56  -0.255
4 C -0.89 -1.06 -0.25  -0.052
5 C -1.05 0.22 0.47  -0.329
6 O -1.22 1.39 -0.22  0.011
7 H 3.03 1.46 -0.77  0.019
8 H 0.42 -1.13 1.50  0.141
9 H -0.73 -0.91 -1.32  0.120
10 H -1.40 -1.98 0.00  0.106
11 H -1.16 0.36 1.54  0.146
12 H -0.92 1.27 -1.14  0.102



# 6
This record from the OMol25 dataset describes a structure of composition C66H70BrGe2IInN5O2S4 in a non-equilibrium geometry. The level of theory is wB97M-V/def2-TZVPD.

The value obtained for the LUMO energy is 0.229 eV. As for the relative energy (zero: lowest compared OMol25 entry of this formula, charge and spin): 84.2 kJ/mol. Its spin multiplicity is 1. As for the charge: 0. As for the HOMO energy: -8.094 eV.

Last column: Löwdin charge in e.
Cartesian coordinates (Å):
1 In -1.25 -1.80 -0.71  0.399
2 C 0.73 6.36 4.54  -0.055
3 C 0.26 5.73 3.27  -0.282
4 C 1.13 5.57 2.19  -0.014
5 C 0.67 5.15 0.95  -0.208
6 C 1.61 5.06 -0.21  -0.033
7 C -0.68 4.84 0.79  -0.159
8 C -1.54 4.90 1.89  -0.219
9 C -2.98 4.48 1.76  -0.026
10 C -1.06 5.35 3.10  -0.015
11 C -1.24 4.77 -0.58  -0.224
12 C -1.47 6.02 -1.16  -0.022
13 C -2.03 6.14 -2.41  -0.046
14 C -2.39 5.00 -3.09  -0.023
15 C -2.19 3.73 -2.54  -0.231
16 C -1.60 3.62 -1.28  -0.182
17 Ge -1.14 1.79 -0.52  0.203
18 S -2.43 0.21 -1.49  0.350
19 S 1.12 1.37 -0.74  0.275
20 Ge 0.88 0.22 1.24  0.221
21 S 0.66 -1.96 0.78  0.376
22 S -1.07 1.33 1.71  0.355
23 C 2.24 -0.06 2.72  -0.201
24 C 1.80 0.06 4.03  -0.241
25 C 2.61 -0.40 5.07  -0.019
26 C 3.84 -0.97 4.80  -0.052
27 C 4.26 -1.10 3.49  -0.025
28 C 3.46 -0.67 2.44  -0.235
29 C 3.92 -0.89 1.05  -0.161
30 C 3.99 -2.19 0.54  -0.238
31 C 3.59 -3.39 1.36  -0.066
32 C 4.45 -2.40 -0.75  -0.018
33 C 4.88 -1.34 -1.54  -0.273
34 C 5.45 -1.59 -2.90  -0.056
35 C 4.83 -0.06 -1.01  -0.008
36 C 4.36 0.18 0.27  -0.226
37 C 4.38 1.58 0.82  -0.039
38 C 0.51 0.67 4.38  -0.206
39 C -0.65 -0.10 4.53  -0.252
40 C -0.66 -1.56 4.21  -0.025
41 C -1.82 0.52 4.95  -0.023
42 C -1.85 1.88 5.23  -0.271
43 C -3.12 2.54 5.68  -0.041
44 C -0.70 2.63 5.07  -0.015
45 C 0.48 2.05 4.63  -0.219
46 C 1.71 2.87 4.38  -0.005
47 C -2.66 2.61 -3.37  -0.215
48 C -3.99 2.19 -3.27  -0.276
49 C -4.90 2.74 -2.22  -0.028
50 C -4.46 1.22 -4.14  -0.022
51 C -3.65 0.68 -5.13  -0.266
52 C -4.16 -0.38 -6.06  -0.044
53 C -2.34 1.14 -5.24  -0.030
54 C -1.83 2.09 -4.37  -0.231
55 C -0.41 2.56 -4.51  -0.021
56 H 1.80 6.20 4.70  0.075
57 H 0.18 5.97 5.40  0.072
58 H 0.56 7.44 4.50  0.085
59 H 2.17 5.82 2.31  0.119
60 H 2.64 5.18 0.11  0.079
61 H 1.38 5.83 -0.95  0.084
62 H 1.52 4.09 -0.71  0.024
63 H -3.36 4.68 0.76  0.077
64 H -3.60 5.00 2.49  0.082
65 H -3.05 3.41 1.94  0.058
66 H -1.74 5.44 3.94  0.116
67 H -1.19 6.90 -0.60  0.129
68 H -2.20 7.11 -2.84  0.108
69 H -2.85 5.06 -4.07  0.129
70 H 2.26 -0.29 6.09  0.127
71 H 4.45 -1.33 5.61  0.106
72 H 5.21 -1.56 3.27  0.125
73 H 3.00 -3.10 2.22  0.059
74 H 4.48 -3.91 1.71  0.090
75 H 3.01 -4.08 0.75  0.061
76 H 4.48 -3.40 -1.14  0.120
77 H 5.12 -2.55 -3.29  0.068
78 H 6.54 -1.60 -2.85  0.083
79 H 5.15 -0.81 -3.59  0.068
80 H 5.19 0.77 -1.61  0.120
81 H 5.04 2.21 0.23  0.082
82 H 4.71 1.58 1.85  0.087
83 H 3.37 2.01 0.78  0.032
84 H 0.33 -1.93 3.97  0.069
85 H -1.31 -1.74 3.35  0.067
86 H -1.07 -2.13 5.04  0.090
87 H -2.71 -0.07 5.05  0.123
88 H -3.89 1.81 5.90  0.075
89 H -3.49 3.20 4.90  0.071
90 H -2.94 3.14 6.57  0.081
91 H -0.72 3.68 5.27  0.099
92 H 1.64 3.83 4.89  0.066
93 H 1.81 3.06 3.31  0.086
94 H 2.61 2.36 4.72  0.084
95 H -4.65 3.77 -1.98  0.076
96 H -4.82 2.15 -1.30  0.077
97 H -5.94 2.70 -2.55  0.082
98 H -5.48 0.87 -4.05  0.119
99 H -5.25 -0.40 -6.05  0.075
100 H -3.80 -1.36 -5.74  0.077
101 H -3.81 -0.20 -7.07  0.080
102 H -1.70 0.75 -6.02  0.118
103 H 0.17 1.84 -5.07  0.066
104 H 0.05 2.71 -3.53  0.070
105 H -0.38 3.52 -5.04  0.091
106 I -2.97 -5.32 -3.14  0.942
107 C -1.42 -6.08 -1.92  -0.770
108 C -1.70 -7.12 -1.05  -0.122
109 C -0.67 -7.57 -0.25  -0.070
110 C 0.58 -6.97 -0.37  -0.067
111 C 0.74 -5.95 -1.29  -0.131
112 N -0.25 -5.52 -2.05  0.011
113 H -2.69 -7.54 -1.00  0.098
114 H -0.84 -8.36 0.46  0.113
115 H 1.41 -7.29 0.25  0.108
116 H 1.70 -5.46 -1.43  0.104
117 Br -4.81 -3.40 2.84  0.827
118 C -3.35 -4.61 2.91  -0.594
119 C -3.34 -5.58 3.90  -0.122
120 C -2.26 -6.44 4.00  -0.075
121 C -1.19 -6.33 3.13  -0.072
122 C -1.23 -5.38 2.12  -0.020
123 C -2.32 -4.53 1.99  -0.159
124 C -2.28 -3.51 0.90  -0.703
125 O -2.59 -2.34 1.15  -0.084
126 O -1.87 -3.88 -0.23  -0.098
127 H -4.16 -5.64 4.60  0.099
128 H -2.25 -7.20 4.77  0.106
129 H -0.33 -6.97 3.23  0.105
130 H -0.41 -5.27 1.43  0.104
131 C 0.03 -0.55 -3.63  -0.235
132 N 0.14 -1.78 -2.84  -0.126
133 C 1.55 -1.96 -2.47  -0.217
134 N 2.40 -2.03 -3.64  -0.074
135 C 2.26 -0.79 -4.39  -0.162
136 N 0.88 -0.58 -4.81  -0.073
137 C 0.48 -1.71 -5.64  -0.161
138 N 0.57 -2.96 -4.91  -0.068
139 C -0.27 -2.88 -3.73  -0.211
140 C 1.95 -3.14 -4.47  -0.158
141 H 0.34 0.30 -3.00  0.051
142 H -1.01 -0.41 -3.93  0.088
143 H 1.65 -2.87 -1.88  0.104
144 H 1.87 -1.10 -1.86  0.078
145 H 2.90 -0.82 -5.28  0.130
146 H 2.56 0.05 -3.75  0.132
147 H 1.13 -1.75 -6.51  0.129
148 H -0.56 -1.57 -5.97  0.124
149 H -0.20 -3.82 -3.17  0.066
150 H -1.30 -2.70 -4.04  0.102
151 H 2.60 -3.21 -5.35  0.130
152 H 2.03 -4.06 -3.89  0.127



no.,electronic energy (eV)
1,-212057.7490
2,-11241.5187
3,-24471.3609
4,-62993.1458
5,-7326.0675
6,-320822.8583